(1)
C2H5N3S2 | the ωB97M-V functional and the def2-TZVPD basis

Computed properties:
**SMILES string**: [H]/N=C(/N)NSC=S
**LUMO level**: -0.01722 hartree
**Frontier orbital gap**: 8.558 eV
**E_HOMO**: -9.027 eV

XYZ file:
```
12
Properties=species:S:1:pos:R:3:lowdin_charge:R:1
S 0.94126 2.52504 -1.31459 0.60
S -0.20620 0.80920 0.68295 0.89
N -1.01473 -0.69663 0.54355 -0.30
N 0.97910 -2.10329 0.49071 0.11
N -1.16451 -2.97952 0.58118 0.11
C 0.24625 1.11519 -0.95152 -1.07
C -0.27900 -1.90188 0.56529 -0.62
H -1.93249 -0.62411 0.23209 0.06
H -0.77686 -3.79632 1.02574 0.09
H -2.09370 -2.78506 0.87196 0.07
H 1.48143 -1.23077 0.63746 0.01
H 0.15808 0.26472 -1.65179 0.04
```


(2)
C2H5N3S2 | the ωB97M-V functional and the def2-TZVPD basis

Computed properties:
**SMILES string**: C=NSC(=S)NN
**LUMO level**: 0.01575 hartree
**Frontier orbital gap**: 8.875 eV
**E_HOMO**: -8.446 eV

XYZ file:
```
12
Properties=species:S:1:pos:R:3:lowdin_charge:R:1
S 0.17420 2.76497 1.69438 0.58
S -0.28681 -0.08435 1.46663 0.88
N -0.78865 -0.98665 0.08353 -0.37
N 1.29765 0.36842 -1.20959 -0.01
N 0.85505 1.44181 -0.46814 -0.17
C 0.33071 1.42758 0.77262 -1.20
C -1.54551 -1.99359 0.25143 -0.15
H -1.84559 -2.35258 1.23447 0.06
H 2.01044 -0.19068 -0.71602 0.10
H -1.84160 -2.56125 -0.65340 0.08
H 1.09372 2.36605 -0.86466 0.14
H 0.54639 -0.19973 -1.59125 0.06
```


(3)
C2H5N3S2 | the ωB97M-V functional and the def2-TZVPD basis

Computed properties:
**SMILES string**: N/N=C\NSC=S
**LUMO level**: -0.01156 hartree
**Frontier orbital gap**: 8.405 eV
**E_HOMO**: -8.720 eV

XYZ file:
```
12
Properties=species:S:1:pos:R:3:lowdin_charge:R:1
S -1.30831 -0.94091 -0.48667 0.86
S -2.52514 0.20844 -2.82290 0.60
N 1.67514 0.39712 0.41863 -0.06
N -0.62721 -0.23836 0.90235 -0.38
N 2.00362 -0.91219 0.10830 -0.02
C -1.67981 0.40990 -1.47083 -1.08
C 0.48522 0.64719 0.78219 -0.34
H -1.24447 1.34961 -1.07351 0.03
H -1.37511 0.04777 1.56401 0.09
H 1.34229 -1.55627 0.64254 0.08
H 0.27050 1.69404 1.04402 0.11
H 2.98327 -1.10634 0.39186 0.09
```


(4)
C2H5N3S2 | the ωB97M-V functional and the def2-TZVPD basis

Computed properties:
**SMILES string**: [H]/N=C(\N)S/C=N\S
**LUMO level**: 0.02112 hartree
**Frontier orbital gap**: 9.232 eV
**E_HOMO**: -8.658 eV

XYZ file:
```
12
Properties=species:S:1:pos:R:3:lowdin_charge:R:1
S -1.22571 -0.79257 3.19550 0.70
S -0.73958 0.34898 0.32783 0.92
N 0.97369 -0.38790 -1.59733 0.06
N -0.29062 1.59646 -1.93673 0.06
N 0.00915 -1.43618 2.22671 -0.44
C 0.12894 0.48556 -1.25127 -0.79
C 0.20052 -0.96266 1.04392 -0.60
H 0.97478 -1.32479 0.40941 0.05
H -0.96770 -1.55503 4.20712 -0.18
H 1.37447 -0.18390 -2.49430 0.05
H 0.25325 1.85648 -2.72180 0.08
H -0.69120 2.35555 -1.40907 0.08
```


Energy ordering: (1) at the bottom, the next structure 0.0033 hartree above.


(1)
C2H5N3S2 | the ωB97M-V functional and the def2-TZVPD basis

Computed properties:
**SMILES string**: [H]/N=C(/N)S/C=N/S
**LUMO level**: 0.02066 hartree
**Frontier orbital gap**: 9.431 eV
**E_HOMO**: -8.869 eV

XYZ file:
```
12
Properties=species:S:1:pos:R:3:lowdin_charge:R:1
S -0.69856 3.10254 -0.20598 0.68
S 1.08851 -0.78979 0.30614 0.87
N 0.43734 1.78049 0.18975 -0.40
N -0.73404 -2.01896 -1.17316 0.05
N -0.14009 -3.27888 0.70757 0.07
C -0.08166 0.64594 0.25199 -0.62
C -0.09774 -2.22859 -0.00101 -0.79
H -0.15781 -1.43275 -1.81576 0.11
H 0.40880 -3.23904 1.57600 0.04
H -1.43148 -2.70836 -1.38245 0.10
H 0.18311 4.09288 0.06070 -0.16
H -1.10788 0.40076 0.38393 0.06
```


(2)
C2H5N3S2 | the ωB97M-V functional and the def2-TZVPD basis

Computed properties:
**SMILES string**: NC(=S)N/C=N\S
**LUMO level**: 0.01444 hartree
**Frontier orbital gap**: 8.960 eV
**E_HOMO**: -8.567 eV

XYZ file:
```
12
Properties=species:S:1:pos:R:3:lowdin_charge:R:1
S -1.56493 0.96990 1.64356 0.73
S -0.43886 -0.97976 -2.54006 0.55
N -0.01970 0.26336 2.03805 -0.32
N 0.17430 -1.04835 0.04913 -0.04
N 0.71161 0.95164 -1.19753 0.01
C 0.62771 -0.50268 1.26625 -0.34
C 0.20123 -0.34094 -1.13606 -0.99
H 1.63882 -0.89241 1.58235 0.14
H -0.20142 -2.07561 -0.09302 0.18
H 0.32707 1.66869 -1.86617 0.10
H -1.91624 0.40693 0.48841 -0.16
H 0.46041 1.57924 -0.23490 0.14
```


(3)
C2H5N3S2 | the ωB97M-V functional and the def2-TZVPD basis

Computed properties:
**SMILES string**: [H]/N=C(/N)NSC=S
**LUMO level**: -0.02810 hartree
**Frontier orbital gap**: 8.171 eV
**E_HOMO**: -8.936 eV

XYZ file:
```
12
Properties=species:S:1:pos:R:3:lowdin_charge:R:1
S -1.15264 -1.20026 1.00387 0.83
S -3.56089 0.38778 1.19562 0.61
N 1.85897 -0.13834 -1.13474 0.06
N 0.03401 -1.13615 -0.14033 -0.41
N 0.84388 0.99541 0.81204 0.09
C 0.87040 0.00751 -0.07745 -0.62
C -2.04469 0.31410 0.65565 -1.06
H -0.30657 -1.00786 -1.32103 0.22
H -1.37552 1.25994 0.12319 0.12
H 2.51853 -1.04817 -1.08230 0.16
H 2.42715 0.64414 -1.24274 0.04
H -0.11262 0.92190 1.20823 -0.04
```


(4)
C2H5N3S2 | the ωB97M-V functional and the def2-TZVPD basis

Computed properties:
**SMILES string**: C=NNC(=S)NS
**LUMO level**: 0.01998 hartree
**Frontier orbital gap**: 8.683 eV
**E_HOMO**: -8.140 eV

XYZ file:
```
12
Properties=species:S:1:pos:R:3:lowdin_charge:R:1
S 2.27151 -1.82622 0.33747 0.56
S 0.76998 1.55514 -1.95938 0.72
N 1.56405 0.19719 -1.21351 -0.42
N -0.02170 -0.63764 0.46551 -0.05
N -0.95709 0.36895 0.33212 -0.06
C 1.18198 -0.67571 -0.18176 -0.92
C -2.01279 0.24408 0.96759 -0.03
H -2.18646 -0.58700 1.65682 0.08
H 2.63370 0.16826 -1.35517 0.10
H -0.13713 -1.26575 1.24267 0.11
H -2.77219 1.00770 0.90469 0.07
H -0.33388 1.45101 -1.19705 -0.17
```


Energy ordering: (1) at the bottom, the next structure 0.0059 hartree above.


(1)
C2H5N3S2 | the ωB97M-V functional and the def2-TZVPD basis

Computed properties:
**SMILES string**: S/N=C\N/C=N\S
**LUMO level**: 0.02254 hartree
**Frontier orbital gap**: 8.946 eV
**E_HOMO**: -8.333 eV

XYZ file:
```
12
Properties=species:S:1:pos:R:3:lowdin_charge:R:1
S 1.10840 -1.05936 1.11790 0.70
S 0.48475 1.85951 -0.77156 0.69
N -0.60837 1.54095 0.53358 -0.36
N -1.49534 -0.49681 -0.40983 0.01
N 0.59815 -1.70416 -0.36745 -0.37
C -0.52341 -1.39386 -0.88368 -0.37
C -1.44137 0.58397 0.49059 -0.38
H 0.30354 0.76970 -1.59321 -0.15
H -2.21013 0.59521 1.23994 0.11
H -2.42969 -0.67673 -0.74036 0.12
H 1.99545 -2.06524 1.38591 -0.13
H -0.82206 -1.94579 -1.76924 0.12
```


(2)
C2H5N3S2 | the ωB97M-V functional and the def2-TZVPD basis

Computed properties:
**SMILES string**: S=CNN/C=N/S
**LUMO level**: 0.00315 hartree
**Frontier orbital gap**: 8.764 eV
**E_HOMO**: -8.678 eV

XYZ file:
```
12
Properties=species:S:1:pos:R:3:lowdin_charge:R:1
S -3.17209 -1.00590 -0.16291 0.65
S 3.49952 -1.10310 -0.17268 0.55
N -1.85366 0.17927 0.18625 -0.34
N 1.52569 0.79451 -0.05427 -0.09
N 0.08989 1.04814 -0.25711 -0.05
C -0.77915 -0.03006 -0.50842 -0.35
C 2.03794 -0.46567 0.34611 -0.69
H 1.24719 -0.89422 0.89799 0.04
H -3.81832 -1.14046 1.00282 -0.18
H -0.64250 -0.71836 -1.32264 0.12
H -0.34757 1.83795 0.47310 0.21
H 2.21305 1.49791 -0.42824 0.14
```


Energy ordering: (1) at the bottom, the next structure 0.0563 hartree above.


(1)
C9H7NO4STl | the ωB97M-V functional and the def2-TZVPD basis

Computed properties:
**LUMO level (spin up / spin down)**: -0.53541 / -0.53544 hartree
**Frontier orbital gap (spin up / spin down)**: 3.736 / 3.733 eV
**Total charge**: +3
**E_HOMO (spin up / spin down)**: -18.306 / -18.303 eV

XYZ file:
```
23
Properties=species:S:1:pos:R:3:lowdin_charge:R:1
Tl -0.06887 1.06904 0.68378 0.89
S -0.69432 -3.45858 1.56217 1.23
O -0.02637 1.85366 3.88062 0.32
O -0.07243 4.22264 0.30771 0.36
O 3.09397 1.11583 0.77472 0.35
O -3.22821 1.11564 0.85410 0.35
N -0.07330 -1.05406 1.38120 -0.21
C -0.07637 0.75909 -4.38312 -0.10
C -0.96082 -1.88856 0.92575 -0.41
C 1.92831 1.09298 0.72802 0.00
C 0.88818 -1.55659 2.28985 -0.17
C -2.06384 1.09572 0.78303 0.00
C -0.07325 -0.49047 -4.08474 -0.10
C -0.07178 3.06167 0.41118 0.00
C 0.68826 -2.86072 2.48530 -0.24
C -0.04393 1.55290 2.73468 0.05
H 0.85973 -1.10817 -4.07064 0.08
H 1.63588 -0.92186 2.70481 0.12
H -1.00643 -1.10732 -4.04721 0.07
H 0.85371 1.32156 -4.65025 0.08
H -1.01233 1.32257 -4.62686 0.08
H 1.28355 -3.49119 3.12372 0.12
H -1.75936 -1.64578 0.23219 0.11
```


(2)
C9H7NO4STl | the ωB97M-V functional and the def2-TZVPD basis

Computed properties:
**LUMO level (spin up / spin down)**: -0.58805 / -0.58166 hartree
**Frontier orbital gap (spin up / spin down)**: 5.699 / 5.714 eV
**Total charge**: +3
**E_HOMO (spin up / spin down)**: -21.700 / -21.542 eV

XYZ file:
```
23
Properties=species:S:1:pos:R:3:lowdin_charge:R:1
Tl 0.06632 -0.05232 0.52821 0.76
S -0.44271 -0.02125 3.30438 0.95
O -3.76447 0.36949 1.01146 0.14
O -0.49807 -3.91620 -0.41842 0.16
O 3.95500 -0.41209 -0.82343 0.15
O 0.49678 3.90298 0.56272 0.16
N 1.00746 -2.26365 3.70071 0.11
C 2.10045 -2.94751 4.20200 0.10
C 3.31177 -2.26967 4.27947 0.09
C 0.36522 2.80507 0.27823 0.02
C 2.83965 -0.28914 -0.61411 0.04
C 3.43806 -0.94525 3.80351 0.07
C -2.83221 0.30409 0.35765 0.01
C 2.29654 -0.28786 3.35253 -0.02
C -0.35248 -2.78990 -0.39502 0.02
C 1.02266 -0.89074 3.44868 -0.71
H -0.97285 0.45933 -2.55608 0.06
H 4.42350 -0.45035 3.79175 0.17
H 2.37705 0.69598 2.88734 0.14
H -0.22760 0.38405 -2.71775 0.05
H 1.92942 -3.98348 4.54873 0.19
H 0.10734 -2.74133 3.64798 0.18
H 4.16133 -2.77277 4.73280 0.16
```


Energy ordering: (2) at the bottom, the next structure 0.2600 hartree above.


(1)
C6H16N | the ωB97M-V functional and the def2-TZVPD basis

Computed properties:
**LUMO level**: -0.11781 hartree
**Frontier orbital gap**: 11.552 eV
**Total charge**: +1
**E_HOMO**: -14.758 eV

XYZ file:
```
23
Properties=species:S:1:pos:R:3:lowdin_charge:R:1
N 1.05710 0.56403 -0.06961 0.21
C -1.49239 1.94049 -0.22566 -0.11
C -1.91989 0.43714 -0.17194 -0.32
C -1.93527 -0.29607 1.18447 -0.11
C 1.76599 -0.69237 -0.48031 -0.34
C 2.06885 -1.59302 0.70016 -0.02
C 1.84999 -1.00599 -1.76948 0.11
H 0.81343 1.17931 -0.85414 0.15
H -1.30822 -0.18499 -0.88603 0.10
H 1.12065 -1.91100 1.12264 0.08
H -2.05578 -1.41361 1.08422 0.10
H 2.67450 -0.96649 1.48719 0.13
H -2.33750 2.63696 -0.18699 0.09
H 1.55402 1.10964 0.61103 0.17
H -0.79414 2.23177 0.61939 0.09
H 2.59519 -2.42141 0.28146 0.08
H 0.17045 0.26314 0.36151 0.07
H 2.34089 -1.97081 -2.05352 0.11
H -0.99371 2.11533 -1.15710 0.05
H -2.68903 0.19296 1.84786 0.10
H 1.35375 -0.44420 -2.54117 0.08
H -0.92483 -0.16647 1.69684 0.07
H -2.91407 0.39567 -0.60084 0.11
```


(2)
C6H16N | the ωB97M-V functional and the def2-TZVPD basis

Computed properties:
**LUMO level**: -0.26202 hartree
**Frontier orbital gap**: 7.103 eV
**Total charge**: +1
**E_HOMO**: -14.233 eV

XYZ file:
```
23
Properties=species:S:1:pos:R:3:lowdin_charge:R:1
N 0.89889 1.35206 -0.21854 0.05
C 1.81258 0.30160 -0.72749 -0.27
C -2.68933 0.75612 0.91432 -0.06
C -2.23337 0.14150 -0.42447 -0.23
C -1.08287 -0.76979 -0.31078 0.13
C -0.08629 -1.15841 -1.41989 -0.15
C 1.14517 -0.32784 -1.91483 -0.16
H -3.07711 -0.31380 -0.95737 0.16
H 2.09086 -0.44327 0.06131 0.13
H 4.77515 -0.33277 5.14101 0.00
H -1.29913 -1.65256 0.29175 0.15
H -3.51116 1.49237 0.74050 0.11
H -1.89026 0.91576 -1.12760 0.13
H 0.01410 0.85884 0.12475 0.04
H 0.50270 0.47182 -2.52296 0.16
H -1.77659 1.25218 1.34127 0.09
H -3.18859 0.12118 1.63576 0.08
H 2.76742 0.75375 -1.02208 0.13
H 0.37139 -2.07397 -1.02339 0.12
H 1.69878 -1.03810 -2.54606 0.13
H -0.76140 -1.32985 -2.28388 0.17
H 1.27215 1.65389 0.67449 0.09
H 4.24689 -0.63072 5.57418 0.00
```


(3)
C6H16N | the ωB97M-V functional and the def2-TZVPD basis

Computed properties:
**LUMO level**: -0.25060 hartree
**Frontier orbital gap**: 7.367 eV
**Total charge**: +1
**E_HOMO**: -14.186 eV

XYZ file:
```
23
Properties=species:S:1:pos:R:3:lowdin_charge:R:1
N -2.12534 -0.73066 1.80248 0.06
C 2.39474 -0.28560 1.19582 -0.08
C 0.42871 0.02941 -0.42067 -0.36
C -0.88892 0.55761 -0.62313 0.05
C -1.91443 -0.16622 -1.34334 -0.03
C 1.07058 0.40388 0.96080 -0.20
C 1.30157 0.49041 -1.61753 0.01
H 2.71195 -0.08687 2.21789 0.09
H 2.29402 -1.36960 1.09418 0.09
H -1.71280 -0.04985 -2.42135 0.15
H 0.90924 0.12911 -2.56402 0.09
H -1.93929 -1.23724 -1.13700 0.11
H -2.68903 -1.50538 1.46783 0.04
H 1.13335 1.49217 1.01756 0.12
H 0.33799 0.12084 1.71891 0.09
H 1.37742 1.57789 -1.66048 0.11
H -2.05136 -0.06262 1.04604 -0.03
H 3.18896 0.07548 0.54599 0.08
H -2.90932 0.26766 -1.19708 0.12
H -2.62904 -0.29084 2.56365 0.04
H 0.37454 -1.06063 -0.43886 0.15
H -0.95447 1.64848 -0.71914 0.17
H 2.29091 0.05259 -1.48854 0.10
```


(4)
C6H16N | the ωB97M-V functional and the def2-TZVPD basis

Computed properties:
**LUMO level**: -0.12115 hartree
**Frontier orbital gap**: 9.800 eV
**Total charge**: +1
**E_HOMO**: -13.097 eV

XYZ file:
```
23
Properties=species:S:1:pos:R:3:lowdin_charge:R:1
N -0.36673 0.96867 -0.61870 0.19
C 0.62446 -0.63478 1.90722 -0.23
C 2.07792 -0.26230 2.02140 -0.10
C 0.13727 1.22672 -2.02273 -0.18
C 0.16576 -1.69228 1.24482 -0.20
C -0.98291 1.77710 -2.88170 -0.06
C -1.24003 -2.20524 1.31882 -0.09
H -1.24004 -3.15437 1.84401 0.08
H 2.66605 -0.64395 1.18656 0.08
H -0.79389 1.82457 -0.25833 0.17
H -1.09189 0.24745 -0.60748 0.16
H -0.63898 1.80837 -3.91339 0.10
H 0.89131 -2.27877 0.68583 0.11
H 0.96736 1.92066 -1.92776 0.13
H 0.53825 0.27967 -2.37431 0.13
H -1.89574 -1.51639 1.86060 0.08
H -1.87755 1.16203 -2.82670 0.09
H -1.21131 2.80115 -2.59747 0.09
H -1.66369 -2.36331 0.32501 0.07
H -0.08215 -0.08440 2.52212 0.11
H 2.47342 -0.66533 2.95505 0.09
H 2.19763 0.82024 2.09849 0.07
H 0.34546 0.66451 0.05865 0.12
```


Energy ordering: (4) at the bottom, the next structure 0.0323 hartree above.


(1)
CH2O3S | the ωB97M-V functional and the def2-TZVPD basis

Computed properties:
**LUMO level**: 0.00275 hartree
**Frontier orbital gap**: 10.828 eV
**E_HOMO**: -10.753 eV

XYZ file:
```
7
Properties=species:S:1:pos:R:3:lowdin_charge:R:1
S 1.35303 0.03576 0.52394 0.95
O 0.02662 1.10675 0.33981 -0.31
O 2.14083 0.06066 -0.67552 -0.39
O 0.18042 -1.07627 0.32302 -0.36
C -0.89432 0.06838 -0.02050 -0.14
H -1.80284 -0.03654 0.60335 0.13
H -1.00372 -0.15874 -1.09408 0.12
```


(2)
CH2O3S | the ωB97M-V functional and the def2-TZVPD basis

Computed properties:
**LUMO level**: -0.07472 hartree
**Frontier orbital gap**: 8.197 eV
**E_HOMO**: -10.230 eV

XYZ file:
```
7
Properties=species:S:1:pos:R:3:lowdin_charge:R:1
S -1.42803 -0.61254 0.36648 0.94
O 0.58083 -0.31428 -0.51288 -0.20
O -2.15694 0.63857 -0.35706 -0.48
O 2.52722 0.41722 -0.01109 0.06
C 1.51455 -0.09352 0.39523 -0.51
H 1.47851 -0.61484 1.36349 0.12
H -2.51614 0.57939 -1.24417 0.06
```


Energy ordering: (1) at the bottom, the next structure 0.0324 hartree above.